Below is a molecular structure, C25H41Cl2OPRu at a distorted geometry, with properties calculated with ωB97M-V/def2-TZVPD.

Geometry as XYZ:
```
71
Properties=species:S:1:pos:R:3
P -0.7735 -2.6531 -1.1795
C -0.2967 -2.4568 -2.9614
C -0.0294 -3.7632 -3.7202
C 0.4845 -3.4562 -5.1389
C -0.3769 -2.4494 -5.9180
C -0.7281 -1.1949 -5.1104
C -1.2596 -1.5225 -3.7132
C -2.5718 -2.9585 -0.8875
C -3.1469 -4.2062 -1.5574
C -4.5910 -4.4191 -1.0609
C -5.4892 -3.1805 -1.2086
C -4.8416 -1.8719 -0.7291
C -3.4018 -1.6982 -1.2094
C 0.2737 -3.8983 -0.3174
C 1.7639 -3.5178 -0.4619
C 2.6867 -4.5087 0.2564
C 2.2906 -4.7986 1.7121
C 0.7822 -4.9695 1.9469
C -0.0963 -3.9747 1.1798
H 0.6743 -1.9204 -2.8791
H -0.9531 -4.3605 -3.7648
H 0.7128 -4.3702 -3.1783
H 0.5527 -4.3893 -5.7080
H 1.5065 -3.0575 -5.0674
H 0.1419 -2.1567 -6.8400
H -1.3057 -2.9456 -6.2302
H 0.1607 -0.5574 -5.0146
H -1.4824 -0.6122 -5.6489
H -1.4007 -0.5901 -3.1471
H -2.2412 -2.0091 -3.8144
H -2.6413 -3.1229 0.2078
H -4.5588 -4.7036 0.0002
H -2.5236 -5.0832 -1.3235
H -3.1323 -4.0847 -2.6522
H -5.0421 -5.2612 -1.5963
H -6.4244 -3.3401 -0.6555
H -5.7742 -3.0757 -2.2643
H -5.4390 -1.0195 -1.0719
H -4.8485 -1.8442 0.3685
H -2.9461 -0.8141 -0.7400
H -3.4076 -1.5227 -2.2925
H 0.0466 -4.8505 -0.8363
H 2.0510 -3.4565 -1.5214
H 1.9013 -2.5092 -0.0375
H 2.7043 -5.4506 -0.3068
H 3.7087 -4.1152 0.2280
H 2.6547 -3.9783 2.3448
H 2.8087 -5.7048 2.0502
H 0.5671 -4.8713 3.0165
H 0.4882 -5.9887 1.6661
H -1.1515 -4.2539 1.3043
H 0.0232 -2.9667 1.6107
Ru 0.2637 1.9560 0.4733
Cl -0.7284 0.4974 1.8959
Cl 1.9871 0.8567 -0.4632
C -0.7931 1.6581 -1.0135
H -0.4844 1.1673 -1.9559
C -2.1476 2.2420 -1.1142
C -3.0155 2.1332 -0.0159
C -4.2115 2.8469 0.0099
C -4.5573 3.6604 -1.0716
C -3.7317 3.7127 -2.2051
C -2.5548 2.9815 -2.2543
H -2.7038 1.5217 0.8308
H -4.8583 2.7712 0.8863
H -4.0201 4.3407 -3.0516
H -1.8952 3.0030 -3.1253
H -5.4740 4.2465 -1.0356
O 1.6296 2.5743 2.1387
H 2.3180 1.8957 2.0001
H 1.1246 2.2729 2.9210
```

Kohn-Sham gap (spin up / spin down): 6.276 / 5.188 eV
<S²>: 6.0313
Multiplicity: 5
Total charge: 0
Strongest force on any atom: 0.06699 hartree/bohr

Results of the Mulliken charge analysis, in e, for atoms 1 through 8: number 1, P, carries -0.125; number 2, C, carries 0.329; number 3, C, carries -0.538; number 4, C, carries -0.882; number 5, C, carries -0.717; number 6, C, carries -0.973; number 7, C, carries -0.574; number 8, C, carries 0.126